# 1
78
Properties=species:S:1:pos:R:3:mulliken_charge:R:1 method="wB97M-V/def2-TZVPD" spin_multiplicity=1 homo_energy_ev=-6.3 homo_lumo_gap_ha=0.246 e_tot_ha=-1962.7403 e_above_lowest_ev=2.679
O -5.55741 -3.35288 -1.96503 -0.39
C -5.38939 -4.79603 -1.69612 -0.43
C -6.59666 -5.20809 -2.58393 -0.84
H -5.50756 -5.02438 -0.62673 0.29
H -4.41296 -5.15569 -2.05578 0.25
C -6.69968 -3.64950 -2.80854 1.54
H -7.43052 -5.63717 -2.03757 0.31
H -6.32989 -5.77087 -3.47337 0.31
C -7.98220 -3.03507 -2.26105 -1.59
H -8.14238 -3.35730 -1.22055 0.38
H -8.86375 -3.31865 -2.85861 0.37
H -7.89496 -1.93485 -2.27663 0.35
C -6.45302 -3.21909 -4.24906 -1.63
H -5.52620 -3.67884 -4.62767 0.36
H -6.33909 -2.12148 -4.28675 0.35
H -7.28484 -3.50217 -4.91362 0.39
Bi 0.77348 1.24990 -0.13398 1.79
C 2.49339 1.96357 -1.84854 -0.56
C 3.07252 1.00704 -0.90657 -0.06
C 2.41174 -0.27330 -1.08715 -1.06
H 3.77340 1.26018 -0.09366 0.22
C 1.46058 -0.12336 -2.17274 -0.52
C 1.49162 1.25010 -2.62475 -0.80
H 0.85362 1.69113 -3.41089 0.35
H 2.74328 3.03762 -1.90875 0.52
H 2.58155 -1.16875 -0.47880 0.67
H 0.80674 -0.91837 -2.55788 0.57
C 0.79094 3.65140 0.43175 -0.25
C 0.15648 3.58705 -0.87400 -0.67
C -1.08362 2.82555 -0.72523 -0.34
H 0.55926 3.99635 -1.81810 0.51
C -1.20742 2.43733 0.67166 -0.58
C -0.06342 2.95335 1.38594 -0.79
H 0.18115 2.75589 2.43744 0.66
H 1.78716 4.06705 0.65242 0.06
H -1.79461 2.60636 -1.54080 0.52
H -2.00183 1.81909 1.10593 0.42
O -0.85817 -0.34475 -0.34220 -0.42
C -1.87812 -0.33744 -1.41658 -0.45
C -2.23613 -1.78150 -1.56683 -0.61
H -1.42591 0.14249 -2.30150 0.29
H -2.69665 0.28128 -1.02978 0.30
C -1.99055 -2.36313 -0.16766 -0.75
H -1.54903 -2.26454 -2.28735 0.23
H -3.25500 -1.90230 -1.91995 0.36
C -0.75521 -1.65205 0.28786 -0.11
H -1.86190 -3.43841 -0.15948 0.44
H -2.83564 -2.09685 0.49015 0.26
H 0.17080 -2.12485 -0.09579 0.27
H -0.65617 -1.47034 1.36686 0.04
C 3.35101 0.15801 4.45105 -1.18
Si 3.14207 0.02122 2.58369 -0.05
C 4.70329 -0.64974 1.81284 -0.97
C 1.80661 -1.29105 2.50328 -0.76
C 2.59127 1.70051 1.85717 0.25
Si 3.96099 3.02232 1.88232 0.60
C 5.35905 2.88516 0.58606 -1.21
C 3.63716 4.90677 1.81612 -1.56
C 4.94756 2.95332 3.50534 -1.30
H 3.57807 -0.83939 4.83155 0.34
H 2.41580 0.50102 4.89083 0.29
H 4.15475 0.82735 4.75618 0.35
H 4.94658 -1.59552 2.31262 0.46
H 4.58219 -0.84406 0.74652 0.33
H 5.52636 0.04487 1.97172 0.25
H 0.89671 -0.91270 2.96931 0.23
H 1.63268 -1.56288 1.45168 -0.12
H 2.15920 -2.17692 3.03828 0.52
H 1.87095 1.93952 2.72639 -0.37
H 4.97943 3.09869 -0.40486 0.33
H 6.13362 3.63191 0.82134 0.43
H 5.82593 1.90223 0.61160 0.38
H 2.87450 5.18100 2.54221 0.39
H 4.56918 5.42341 2.08520 0.35
H 3.37523 5.24881 0.82235 0.48
H 4.26903 3.10634 4.34131 0.33
H 5.47341 2.00462 3.57469 0.34
H 5.68955 3.75442 3.49321 0.36

# 2
99
Properties=species:S:1:pos:R:3:mulliken_charge:R:1 method="wB97M-V/def2-TZVPD" spin_multiplicity=1 homo_energy_ev=-3.7 homo_lumo_gap_ha=0.074 charge=-1 e_tot_ha=-13170.6098
C -1.91829 1.39545 0.55512 0.70
C -0.27873 1.39827 0.49493 -0.14
C 0.38503 0.03223 -0.12418 0.08
O 1.54018 -0.42990 0.36360 -0.66
O -0.28046 -0.73999 -1.18792 0.11
C 0.58901 -0.63036 -2.38089 -0.32
C -0.12020 -1.53088 -3.56115 -0.96
C -1.68311 -1.92586 -3.25466 0.39
C -2.16995 -3.50127 -2.94676 0.31
C -1.13600 -4.77540 -2.87904 -0.55
C -1.58219 -5.83117 -1.66273 -0.57
C -0.38794 -6.11909 -0.57774 -0.42
C -0.92429 -5.78300 0.97021 -0.33
S -0.53522 -4.01992 1.50369 1.09
O -0.53620 -3.86297 3.07449 -0.65
O -1.60656 -3.10358 0.83835 -0.42
O 1.07856 -3.60176 1.01867 -0.47
C -3.78897 -3.53542 -2.72482 -0.23
N -4.81666 -2.47651 -2.71628 -0.93
N -4.40341 -1.20033 -2.92418 0.82
C -2.96609 -0.92146 -3.19462 0.11
O -2.63100 0.52714 -3.40725 0.03
C -3.44636 1.10106 -4.48696 -0.54
C -4.50363 2.15623 -3.73319 0.64
C -6.05175 1.92954 -4.22368 -1.23
O -4.15643 3.57406 -4.06939 -0.52
H -2.33313 0.49536 -0.07980 -0.41
H -2.26845 2.44141 0.09825 -0.85
H -2.30241 1.29048 1.67820 0.30
H 0.13538 2.31998 -0.12100 0.17
H 0.13455 1.53441 1.60022 0.23
H 0.69281 0.49978 -2.75177 0.35
H 1.65296 -1.07590 -2.17525 0.28
H 0.49172 -2.49042 -3.86896 0.29
H -0.13334 -0.84228 -4.53574 0.34
H -1.04483 -5.36833 -3.89928 0.28
H -0.06863 -4.36912 -2.53978 0.17
H -2.52434 -5.40917 -1.07457 0.28
H -1.89344 -6.82340 -2.20390 0.31
H -0.20399 -7.29850 -0.57646 0.23
H 0.63075 -5.58963 -0.80020 0.38
H -0.39242 -6.50940 1.75404 -0.34
H -2.08488 -6.00908 1.08052 0.43
H 1.52254 -4.50792 0.91209 0.33
H -4.21710 -4.63099 -2.50744 0.30
H -5.13506 -0.42769 -2.88556 0.15
H -2.77661 1.79769 -5.18576 0.22
H -3.98921 0.32149 -5.17055 0.42
H -4.45882 2.08840 -2.56431 0.11
H -6.13381 1.19649 -5.13787 0.42
H -6.70978 1.52309 -3.34057 0.25
H -6.55320 2.95832 -4.55771 0.28
H -4.05902 4.11753 -3.22881 0.19
C 2.61022 0.43399 3.12939 -0.20
O 2.74308 1.66929 3.58856 -0.61
H 1.86037 -0.20972 3.61998 0.22
H 2.31963 0.31634 2.07154 0.02
H 3.49853 -0.21906 3.17097 0.30
Mg -2.80464 3.05609 -2.18443 0.43
C -0.68792 6.00969 1.48992 -0.35
C -1.76479 5.13803 0.86448 0.41
N -2.65799 4.41488 0.34569 -0.61
H 0.30055 5.66540 1.17384 0.08
H -0.82042 7.04863 1.17588 0.10
H -0.75178 5.95635 2.58018 0.33
C 1.74032 9.17505 0.34803 -0.42
Br 2.70433 7.55239 0.81902 0.14
Br 1.10697 9.13281 -1.49084 -0.03
Br 0.30068 9.55132 1.60103 -0.04
H 2.45297 10.00313 0.42178 0.36
Cl -2.64964 -2.16767 -0.35568 -0.13
O 2.57993 1.15065 -1.90429 -0.87
H 2.34125 1.33215 -1.01360 0.19
F -6.66144 0.04438 -5.94352 -0.88
C 1.48501 -7.50308 3.75930 -0.94
C 1.04000 -8.75542 3.05756 0.81
O 0.53373 -8.73108 1.93752 -0.65
N 1.21064 -9.94726 3.69820 -0.18
C 1.77858 -10.18906 5.00258 -0.82
H 1.28298 -6.63715 3.12215 -0.03
H 0.93145 -7.38029 4.69405 0.34
H 2.55983 -7.54460 3.95459 0.41
H 0.88576 -10.74252 3.15963 0.25
H 2.63800 -10.85274 4.87991 0.28
H 1.02326 -10.68989 5.61323 0.28
H 2.09547 -9.26953 5.49614 0.33
C 5.48384 4.92290 2.01335 -0.10
Cl 6.03214 5.85218 3.41888 -0.14
Cl 3.71613 4.80221 1.99859 -0.06
Cl 6.06953 5.66078 0.51268 -0.12
H 5.89735 3.91369 2.08513 0.40
Cl 7.06257 11.49385 1.93307 -0.20
C 6.64855 10.10651 2.97115 -0.47
C 5.43220 9.35059 2.46069 -0.14
Cl 3.93370 10.29943 2.62120 -0.17
H 6.49426 10.47814 3.98892 0.34
H 7.52077 9.44618 2.97868 0.32
H 5.29150 8.43575 3.04426 0.03
H 5.54495 9.06859 1.40897 0.32

# 3
85
Properties=species:S:1:pos:R:3:mulliken_charge:R:1 method="wB97M-V/def2-TZVPD" spin_multiplicity=1 homo_energy_ev=-4.3 homo_lumo_gap_ha=0.246 charge=-1 e_tot_ha=-3322.2049 e_above_lowest_ev=0.125
C -1.55502 -2.19948 -3.57696 -1.34
C -1.12116 -3.22736 -2.56995 0.36
H -1.32245 -2.47749 -4.60770 0.39
H -1.06166 -1.24829 -3.33608 0.06
H -2.63882 -2.02438 -3.50491 0.28
C -0.64206 -4.44724 -2.83495 0.21
C -0.42453 -4.98165 -4.21062 -1.42
H -0.39010 -5.12738 -2.01537 0.35
H -0.66211 -4.23468 -4.97409 0.33
H -1.06098 -5.85761 -4.38050 0.29
H 0.61242 -5.30841 -4.35818 0.27
Cd -0.16527 0.41651 -0.51780 1.57
Cl -2.42149 0.21652 0.58211 -0.81
Cl 0.12135 1.52014 -2.73795 -0.99
H 0.70110 4.76510 3.35021 0.31
H -1.45048 5.78362 2.10541 0.32
C 1.02277 4.46317 2.34644 -0.91
C -0.98511 5.39090 1.18944 -0.88
N -0.13260 4.25034 1.49239 0.23
H 1.56820 3.52093 2.40478 0.20
C -0.33860 3.04677 0.95500 0.44
O 0.46265 2.08291 1.09458 -0.84
H -1.77049 5.05750 0.50653 0.25
H -1.26128 2.93161 0.37105 0.15
H 1.66973 5.24141 1.92456 0.33
H -0.40422 6.19164 0.70641 0.30
H 1.55923 -1.66679 -3.37894 0.17
H 2.32079 -3.76887 -2.06296 0.14
C 2.37775 -1.09365 -2.92319 -0.74
C 3.18135 -3.12844 -1.80851 -0.78
N 2.78354 -1.73956 -1.68708 0.35
H 2.04084 -0.07189 -2.73256 0.15
C 2.74652 -1.11075 -0.49713 0.12
O 2.26284 0.00494 -0.31285 -0.69
H 3.60970 -3.46360 -0.84999 0.29
H 3.17085 -1.71804 0.33122 0.20
H 3.22796 -1.09839 -3.61923 0.34
H 3.93372 -3.23205 -2.60155 0.33
O -0.08523 -1.78733 -1.15823 -0.13
C -1.10336 -2.67338 -1.13734 -0.44
C 0.15779 -4.11610 0.59871 0.31
C -1.04296 -3.71474 0.00485 -0.04
H 1.09133 -3.63480 0.29571 0.10
C 0.15329 -5.13743 1.56109 -0.53
H -2.05470 -2.14162 -1.00645 0.46
C -2.24622 -4.28920 0.42942 -0.38
H 1.09156 -5.45881 2.01828 0.40
C -1.04558 -5.74957 1.94234 -0.50
C -2.25166 -5.32485 1.37193 -0.64
H -3.17130 -3.92662 -0.02653 0.41
H -1.06041 -6.55288 2.67859 0.34
H -3.20314 -5.77818 1.65635 0.35
Si -0.39143 4.61552 -5.45378 0.60
Cl -0.62872 2.78650 -6.43850 -0.33
C 1.45418 4.75274 -5.12390 -0.88
C -1.56064 4.29133 -4.01906 -0.47
C -0.91412 6.22651 -6.32837 -0.97
H 1.82279 3.79294 -4.73615 0.22
H 1.68802 5.54067 -4.39347 0.31
H 1.98102 4.98492 -6.06304 0.27
H -0.27944 6.44214 -7.20206 0.27
H -0.82692 7.09050 -5.64371 0.32
H -1.96286 6.18042 -6.65888 0.27
H -1.30749 3.32360 -3.54931 -0.08
H -2.58692 4.22222 -4.41480 0.27
H -1.51622 5.07054 -3.24690 0.25
O 0.57840 -1.08280 1.70194 -0.25
C 0.20698 -1.20152 2.86767 0.07
C 0.90527 -2.18896 3.82869 -0.56
C 1.67633 -1.43562 4.90379 -0.68
C 0.77334 -1.03227 6.07922 -0.69
C -0.28956 0.01114 5.74400 -0.57
C -1.34381 -0.46262 4.72863 -0.84
N -0.84449 -0.48276 3.36181 0.12
H 0.13831 -2.85803 4.26505 0.41
H 1.58077 -2.79003 3.20009 0.17
H 2.47507 -2.08870 5.27167 0.43
H 2.16839 -0.55494 4.46482 0.30
H 0.28696 -1.93747 6.46719 0.29
H 1.41202 -0.62327 6.87360 0.34
H -0.80929 0.28636 6.67188 0.36
H 0.18539 0.91564 5.33951 0.26
H -1.74402 -1.44526 5.02718 0.29
H -2.19159 0.24338 4.74520 0.41
H -1.39930 -0.01748 2.64954 0.05

# 4
77
Properties=species:S:1:pos:R:3:mulliken_charge:R:1 method="wB97M-V/def2-TZVPD" spin_multiplicity=1 homo_energy_ev=-2.6 homo_lumo_gap_ha=0.189 charge=-1 e_tot_ha=-3516.1869
Lu -0.94941 -1.96989 1.10205 0.59
Cl -0.31446 -1.96460 3.47338 -0.57
P 0.29277 -0.01891 -0.37738 0.49
C -2.70165 -3.11785 0.59404 -1.39
H -2.89662 -2.83742 -0.46855 0.25
H -3.00041 -4.14972 0.83793 0.35
C -0.12181 1.70247 -0.95033 0.32
C 1.31487 -0.84370 -1.72448 0.18
C -0.91107 1.67366 -2.27121 -0.97
H -0.80469 2.05346 -0.15176 0.67
C -1.48673 3.06356 -2.59275 -0.89
H -0.24734 1.36482 -3.09527 0.27
H -1.72891 0.93875 -2.22094 0.35
C -0.41148 4.15608 -2.60263 -0.69
H -1.99645 3.02907 -3.56135 0.41
H -2.24614 3.31086 -1.83938 0.37
C 0.47826 4.12270 -1.35271 -1.06
H 0.21959 4.02650 -3.49196 0.33
H -0.88608 5.14103 -2.68925 0.38
C 1.02810 2.72334 -1.03735 -0.26
H 1.31513 4.82178 -1.46918 0.40
H -0.10558 4.46953 -0.48944 0.38
H 1.73212 2.42925 -1.82947 0.16
H 1.60230 2.76627 -0.10063 0.04
C 1.38759 0.18358 1.16848 0.23
C 2.33906 0.02802 -2.45217 -0.56
H 1.84397 -1.64745 -1.17979 0.69
C 3.22000 -0.86484 -3.33532 -1.03
H 1.82341 0.76106 -3.08928 0.29
H 2.97298 0.59337 -1.75424 0.21
C 2.40437 -1.65815 -4.36347 -0.77
H 3.96841 -0.24890 -3.84755 0.40
H 3.77186 -1.56261 -2.69079 0.36
C 1.16964 -2.35555 -3.77557 -0.73
H 2.07401 -0.97146 -5.15429 0.31
H 3.04982 -2.40680 -4.84109 0.45
C 0.38460 -1.52219 -2.74596 -0.85
H 0.49039 -2.63435 -4.58977 0.36
H 1.47789 -3.29574 -3.29976 0.19
H -0.23744 -0.77323 -3.25923 0.34
H -0.29425 -2.21103 -2.21351 0.04
C 0.82762 1.26008 2.11558 0.13
H 1.30616 -0.79376 1.70259 0.70
C 1.65362 1.33092 3.41225 -0.82
H 0.83512 2.24356 1.62316 0.28
H -0.22422 1.05258 2.37476 -0.85
C 3.15230 1.51489 3.15490 -0.72
H 1.27749 2.15034 4.03856 0.40
H 1.49298 0.39812 3.96909 0.31
C 3.70892 0.50505 2.14179 -1.04
H 3.33394 2.53085 2.78029 0.27
H 3.70143 1.42578 4.09952 0.38
C 2.86944 0.42057 0.85980 -0.70
H 4.74157 0.76861 1.87960 0.42
H 3.73985 -0.48826 2.60793 0.40
H 2.98319 1.36322 0.30250 0.15
H 3.27103 -0.37727 0.21938 0.25
C -2.93469 -0.71516 1.34239 -0.57
C -3.44600 -2.07611 1.52715 0.40
H -2.85346 -0.40320 0.28587 0.43
C -3.60274 -2.53649 3.00052 -0.53
H -4.48751 -2.09280 1.14245 0.42
C -4.26793 -1.43100 3.82035 -0.98
H -4.23507 -3.43881 3.00774 0.36
H -2.62679 -2.79561 3.44234 0.17
C -3.54711 -0.08875 3.74113 -0.61
H -5.27994 -1.29487 3.42865 0.35
H -4.36708 -1.73558 4.87106 0.40
C -3.28968 0.38391 2.28990 -0.86
H -4.13046 0.66390 4.28874 0.38
H -2.59312 -0.15070 4.27218 0.23
H -4.19531 0.92296 1.94375 0.43
H -2.48338 1.13555 2.31504 0.03
Cl 1.01596 -3.83730 0.68269 -0.27
C 0.02219 -3.75707 -0.74369 -1.07
H 0.57770 -4.14728 -1.61021 0.37
H -0.96665 -4.21566 -0.59783 0.35

# 5
85
Properties=species:S:1:pos:R:3:mulliken_charge:R:1 method="wB97M-V/def2-TZVPD" spin_multiplicity=8 homo_energy_ev="-8.1 / -8.2" homo_lumo_gap_ha="0.283 / 0.314" e_tot_ha=-3920.0990 s2=15.90 e_above_lowest_ev=0.000
C 4.92733 2.74024 1.44112 -1.90
C 3.45505 2.81803 1.22156 0.76
H 5.26866 3.56804 2.05548 0.51
H 5.44146 2.85107 0.48485 0.24
H 5.22908 1.80869 1.93608 0.34
C 2.87698 3.97847 0.82123 0.31
C 3.63486 5.24066 0.61754 -1.63
H 1.80673 4.02934 0.59269 0.48
H 4.20007 5.14338 -0.33576 0.28
H 4.34596 5.51282 1.42465 0.34
H 2.95789 6.09255 0.47744 0.39
Gd -1.27726 -1.51790 -1.45994 -0.25
Cl -0.26422 -2.94607 0.76227 -0.59
Cl 0.22422 -2.98422 -2.91706 -0.57
H -2.87704 -6.34430 -3.15206 0.34
H -1.61805 -7.36754 -1.14442 0.34
C -2.44421 -5.35980 -2.93878 -0.94
C -1.09274 -6.39913 -1.12781 -0.87
N -1.98106 -5.32252 -1.55807 0.26
H -3.18342 -4.56861 -3.09243 0.24
C -2.33524 -4.35580 -0.72192 -0.05
O -2.93494 -3.29266 -1.05981 -0.70
H -0.74362 -6.18128 -0.10957 0.27
H -2.02350 -4.52588 0.32008 0.56
H -1.59747 -5.20314 -3.61909 0.31
H -0.22607 -6.47494 -1.80131 0.29
H 1.72669 2.28645 -2.67573 0.05
H 0.44105 4.19437 -1.58605 0.31
C 0.88591 2.26707 -3.38449 -0.75
C -0.44091 3.94959 -2.19389 -0.85
N -0.34249 2.57318 -2.66916 0.26
H 0.81602 1.28832 -3.86885 0.33
C -1.34537 1.68791 -2.49677 0.29
O -1.33350 0.49761 -2.90291 -0.68
H -1.34502 4.07175 -1.59038 0.29
H -2.20363 2.08426 -1.92249 0.22
H 1.07058 3.06279 -4.11739 0.35
H -0.46108 4.65172 -3.04230 0.35
O 2.97787 0.70898 0.13023 0.14
C 2.71734 1.48792 1.32450 -0.08
C 0.37429 2.32460 0.72389 0.15
C 1.23870 1.69756 1.63401 0.90
H 0.70383 2.51736 -0.29411 0.93
C -0.90569 2.71115 1.12262 -1.39
H 3.13047 0.93506 2.19140 0.37
C 0.80125 1.42140 2.92336 -0.83
H -1.57435 3.18739 0.40922 0.16
C -1.29120 2.50576 2.44547 -0.63
C -0.46022 1.82740 3.34004 -0.93
H 1.47466 0.88648 3.60327 0.36
H -2.25608 2.88839 2.77059 0.41
H -0.79489 1.64354 4.36226 0.40
Si 4.05304 -0.18486 -0.69191 0.38
Cl 0.28322 -0.08553 -0.49136 0.81
C 3.54676 -0.08247 -2.52832 -0.66
C 3.48905 -1.95105 -0.29068 -0.96
C 5.86212 0.09458 -0.46125 -1.26
H 3.01501 0.84802 -2.74768 -0.20
H 2.86221 -0.90908 -2.77315 0.18
H 4.41162 -0.14814 -3.20247 0.42
H 6.21472 1.07912 -0.80733 0.34
H 6.42409 -0.66411 -1.02784 0.41
H 6.12803 -0.04004 0.60317 0.31
H 2.90653 -1.95856 0.63821 0.18
H 4.35123 -2.61916 -0.21153 0.43
H 2.81070 -2.34856 -1.06299 0.15
O -2.42525 -0.18902 0.00709 -0.07
C -2.90322 -0.33613 1.16212 0.36
C -4.12330 0.45395 1.46249 -0.73
C -5.26109 -0.39662 0.89428 -0.43
C -5.65763 -1.52008 1.84035 -0.87
C -4.55348 -2.53336 2.14100 -0.21
C -3.36488 -1.94483 2.92707 -0.92
N -2.41822 -1.19931 2.06690 0.25
H -4.21840 0.64124 2.54004 0.43
H -4.03865 1.40774 0.92925 0.28
H -6.11128 0.26471 0.69738 0.42
H -4.96348 -0.82165 -0.07721 0.22
H -6.00797 -1.08346 2.78642 0.32
H -6.49686 -2.06380 1.38987 0.38
H -4.97356 -3.33923 2.75755 0.42
H -4.17785 -2.99467 1.21361 -0.06
H -3.72365 -1.24869 3.69920 0.28
H -2.79627 -2.74629 3.41634 0.48
H -1.51696 -1.67814 1.84810 0.02